Record 1
84
Properties=species:S:1:pos:R:3:mulliken_charge:R:1 method="wB97M-V/def2-TZVPD" homo_lumo_gap_ev="7.26 / 6.38" s2=6.060 spin_multiplicity=5
C -1.645 -0.091 3.078 -0.88
C 3.783 -2.190 -3.897 -0.43
C 3.922 -4.356 -4.581 -0.60
C -0.792 -4.972 -1.577 -1.23
H -2.541 -0.047 3.716 0.43
H -1.231 -5.958 -1.577 0.46
H -1.023 0.112 -0.265 0.08
P -1.484 0.225 -3.808 0.04
H -1.176 -4.188 0.508 0.48
C -0.149 -4.366 -2.645 -0.08
H -0.106 4.325 1.968 0.30
C -0.076 -2.938 -0.921 0.29
H -0.100 -1.318 1.357 -0.03
C 2.302 2.532 9.596 -0.63
H -1.844 -1.602 -5.426 0.44
N -3.254 0.211 -3.643 0.42
H 3.853 3.791 10.379 0.35
H -0.651 -0.295 4.995 0.48
H 0.004 4.208 3.780 0.29
C -1.912 1.654 -7.556 -0.72
C -0.824 2.219 -5.648 -0.46
H 1.521 4.316 2.799 0.30
H 0.112 -1.998 -0.444 -0.52
O 0.441 1.460 8.574 -0.68
H 4.277 -5.278 -5.013 0.44
C -0.501 -0.643 3.961 -0.82
H -4.021 -0.755 -5.418 0.25
C 3.742 3.912 8.212 -0.64
C 3.105 3.440 7.059 -0.37
H -0.040 -4.700 -3.666 0.48
C -0.239 0.594 0.344 0.05
C -5.501 -0.032 -3.908 -0.72
C 4.628 -3.107 -4.505 -0.57
C 2.009 2.585 7.152 0.22
H 1.312 -0.906 0.347 0.66
H 0.161 -2.992 -5.000 0.54
H 1.617 -0.368 4.357 0.57
H 0.407 1.118 -0.382 0.37
C 0.873 -0.224 3.567 -0.43
H 1.883 -4.859 -3.841 0.28
C -1.330 -1.505 -4.457 -0.69
H 2.442 0.036 2.108 0.67
C -4.256 -0.267 -4.490 -0.09
H 2.009 2.109 10.557 0.40
O 0.050 1.765 6.087 -0.80
H -6.458 -0.254 -4.355 0.43
H -6.004 0.817 -1.891 0.41
C 1.573 2.160 8.443 0.33
C -1.039 2.614 -6.960 -0.60
H -1.916 -0.807 2.285 0.35
H -0.222 2.651 -4.858 0.37
C 0.136 -1.956 -4.626 -1.23
H 4.556 4.631 8.119 0.36
H -3.282 1.080 -1.679 0.41
C 0.573 -0.502 1.055 -0.59
C 1.252 2.142 5.922 0.99
N 2.562 -2.818 -3.588 0.27
O 1.897 2.174 4.826 -0.73
H 0.045 1.446 7.629 0.44
H -2.331 1.676 -8.555 0.42
C -0.832 1.612 1.287 -0.60
H 3.437 3.733 6.059 0.35
C -3.883 0.698 -2.488 -0.48
C 0.481 3.934 2.814 -1.19
H -0.603 -1.738 4.004 0.41
C -5.256 0.553 -2.625 -0.58
C -1.413 1.302 2.537 -0.40
C 3.344 3.447 9.477 -0.32
H -2.053 2.068 3.005 0.49
C 2.669 -4.149 -4.008 -0.11
H -1.861 -2.151 -3.740 0.50
H -2.697 -0.250 -6.694 0.23
H 5.623 -2.916 -4.879 0.41
H 3.927 -1.153 -3.649 0.37
Cr 0.633 1.905 2.845 0.41
C 1.354 -0.046 2.256 -0.71
C -2.158 0.680 -6.601 -0.06
H -0.618 3.487 -7.443 0.40
C -0.757 -4.055 -0.483 -0.53
N -1.529 1.035 -5.405 0.35
H 0.649 -1.314 -5.362 0.50
N 0.369 -3.141 -2.230 0.37
H -1.094 2.566 0.805 0.74
P 1.168 -1.821 -3.089 -0.09

Record 2
26
Properties=species:S:1:pos:R:3:nbo_charge:R:1 method="wB97M-V/def2-TZVPD" homo_lumo_gap_ev=9.83
H 1.568 -1.305 -1.576 0.19
H -1.316 1.218 -2.265 0.22
H 0.483 1.315 -1.495 0.23
H -1.081 -2.058 1.485 0.23
H 3.134 -0.149 -1.551 0.22
N 1.773 1.353 0.465 0.18
O 2.466 -0.889 0.352 -0.37
C 2.630 -1.027 -1.084 -0.30
C -2.407 -0.379 -0.123 -0.62
H -0.120 -0.174 -2.181 0.21
C -0.484 0.797 -1.702 -0.62
H -2.249 -1.323 -0.783 0.21
C -1.180 1.640 0.757 -0.66
O 2.897 1.660 0.218 -0.41
H -0.306 2.266 0.720 0.24
H -2.129 2.147 0.626 0.21
H -0.339 -0.709 2.731 0.20
C -0.331 -1.201 1.712 -0.47
H 0.655 -1.770 1.786 0.24
H -3.182 0.236 -0.587 0.23
N 1.499 0.106 0.588 0.12
C -1.049 0.403 -0.137 0.15
H -2.572 -0.783 0.879 0.22
H -1.283 1.205 1.785 0.20
H 3.028 -2.072 -1.121 0.21
N -0.104 -0.508 0.501 -0.28

Quick rundown of energy relative to the best compared isomer or geometry (same formula, charge and spin), same order as above: 0.035, 7.751 eV
Quick rundown of E, same order as above: -95005.9517, -15022.7743 eV